Record 1
# C4H9NO2

An isolated molecule of C4H9NO2 in a non-equilibrium geometry (ωB97M-V/def2-TZVPD, OMol25).

Summary:
SMILES: O=CCCNCO
F_max (eV Å⁻¹): 5.120
ΔE to the lowest compared entry with this formula, charge and spin (kJ/mol): 332.2
HOMO energy (hartree): -0.3389
Frontier orbital gap (eV): 10.0

Geometry as ORCA input:
```
! RIJCOSX wB97M-V def2-TZVPD def2/J DEFGRID3
* xyz 0 1
C 0.25 -0.11 0.53
C -1.27 -0.55 0.62
C -1.96 -0.19 1.81
O -1.47 -0.39 2.89
N 0.62 -0.23 -0.99
C 1.47 0.79 -1.47
O 2.03 0.57 -2.81
H 0.04 0.98 0.66
H 0.89 -0.51 1.39
H -1.53 -1.53 0.40
H -1.78 0.12 -0.20
H -3.08 0.06 1.87
H 1.03 -1.11 -1.24
H 0.94 1.74 -1.51
H 2.33 0.74 -0.71
H 1.45 -0.05 -3.22
*
```

***

Record 2
# C4H9NO2

An isolated molecule of C4H9NO2 (ωB97M-V/def2-TZVPD, OMol25).

Summary:
SMILES: NC(=O)CCCO
F_max (eV Å⁻¹): 0.468
ΔE to the lowest compared entry with this formula, charge and spin (kJ/mol): 54.9
HOMO energy (hartree): -0.3466
Frontier orbital gap (eV): 10.0

Geometry as ORCA input:
```
! RIJCOSX wB97M-V def2-TZVPD def2/J DEFGRID3
* xyz 0 1
N 1.69 0.38 1.03
C 1.25 -0.91 0.98
O 1.58 -1.76 1.79
C 0.32 -1.22 -0.19
C -1.04 -0.49 -0.11
C -1.16 0.78 -0.93
O -0.44 1.83 -0.30
H 2.13 0.67 1.89
H 1.18 1.08 0.50
H 0.83 -0.97 -1.13
H 0.17 -2.30 -0.18
H -1.82 -1.18 -0.44
H -1.27 -0.25 0.93
H -0.77 0.61 -1.95
H -2.23 1.05 -1.02
H -0.51 2.62 -0.85
*
```

***

Record 3
# C4H9NO2

An isolated molecule of C4H9NO2 in a non-equilibrium geometry (ωB97M-V/def2-TZVPD, OMol25).

Summary:
SMILES: CCNC(=O)OC
F_max (eV Å⁻¹): 3.596
ΔE to the lowest compared entry with this formula, charge and spin (kJ/mol): 120.0
HOMO energy (hartree): -0.3589
Frontier orbital gap (eV): 10.7

Geometry as ORCA input:
```
! RIJCOSX wB97M-V def2-TZVPD def2/J DEFGRID3
* xyz 0 1
C -2.09 0.73 1.01
C -1.72 -0.58 0.21
N -0.62 -0.37 -0.74
C 0.67 -0.41 -0.20
O 0.98 -0.72 0.93
O 1.55 -0.06 -1.15
C 2.91 -0.01 -0.72
H -1.53 1.63 0.59
H -3.31 0.89 0.83
H -1.68 0.81 2.04
H -1.52 -1.46 0.83
H -2.59 -0.85 -0.40
H -0.79 0.40 -1.35
H 3.48 0.30 -1.59
H 3.04 0.70 0.10
H 3.24 -1.00 -0.38
*
```

***

Record 4
# C4H9NO2

An isolated molecule of C4H9NO2 in a non-equilibrium geometry (ωB97M-V/def2-TZVPD, OMol25).

Summary:
SMILES: CCNC(=O)OC
F_max (eV Å⁻¹): 1.394
ΔE to the lowest compared entry with this formula, charge and spin (kJ/mol): 95.2
HOMO energy (hartree): -0.3648
Frontier orbital gap (eV): 10.8

Geometry as ORCA input:
```
! RIJCOSX wB97M-V def2-TZVPD def2/J DEFGRID3
* xyz 0 1
C 2.17 0.31 -0.81
C 0.83 0.66 -1.46
N -0.30 0.02 -0.82
C -1.03 0.50 0.22
O -0.97 1.54 0.82
O -1.95 -0.53 0.46
C -1.87 -1.08 1.76
H 2.30 -0.78 -0.77
H 3.01 0.73 -1.37
H 2.21 0.70 0.21
H 0.67 1.75 -1.42
H 0.84 0.38 -2.52
H -0.64 -0.93 -0.91
H -2.69 -1.80 1.85
H -0.92 -1.61 1.91
H -1.97 -0.28 2.50
*
```

***

Record 5
# C4H9NO2

An isolated molecule of C4H9NO2 (ωB97M-V/def2-TZVPD, OMol25).

Summary:
SMILES: COCCNC=O
F_max (eV Å⁻¹): 0.465
ΔE to the lowest compared entry with this formula, charge and spin (kJ/mol): 134.0
HOMO energy (hartree): -0.3582
Frontier orbital gap (eV): 10.6

Geometry as ORCA input:
```
! RIJCOSX wB97M-V def2-TZVPD def2/J DEFGRID3
* xyz 0 1
C 0.69 -2.29 -0.04
O 0.55 -1.06 0.63
C 1.04 -0.01 -0.17
C 0.39 1.27 0.31
N -1.02 1.05 0.55
C -1.97 1.63 -0.21
O -1.75 2.46 -1.08
H 0.08 -2.29 -0.95
H 1.74 -2.46 -0.32
H 0.34 -3.07 0.64
H 0.78 -0.20 -1.23
H 2.14 0.05 -0.09
H 0.47 2.02 -0.47
H 0.88 1.62 1.22
H -1.27 0.27 1.15
H -2.98 1.27 0.05
*
```

***

Record 6
# C4H9NO2

An isolated molecule of C4H9NO2 (ωB97M-V/def2-TZVPD, OMol25).

Summary:
SMILES: CCNC(=O)OC
F_max (eV Å⁻¹): 0.439
ΔE to the lowest compared entry with this formula, charge and spin (kJ/mol): 47.1
HOMO energy (hartree): -0.3584
Frontier orbital gap (eV): 10.7

Geometry as ORCA input:
```
! RIJCOSX wB97M-V def2-TZVPD def2/J DEFGRID3
* xyz 0 1
C -2.43 0.73 0.92
C -1.62 -0.38 0.27
N -0.47 0.12 -0.47
C 0.80 -0.17 -0.09
O 1.12 -0.73 0.94
O 1.68 0.25 -1.03
C 3.00 -0.28 -0.91
H -2.79 1.45 0.18
H -3.31 0.32 1.43
H -1.82 1.27 1.66
H -1.22 -1.06 1.03
H -2.25 -0.97 -0.41
H -0.60 0.50 -1.39
H 3.68 0.47 -1.33
H 3.25 -0.47 0.14
H 3.07 -1.21 -1.48
*
```

***

Record 7
# C4H9NO2

A structure of composition C4H9NO2 (ωB97M-V/def2-TZVPD, OMol25).

Summary:
F_max (eV Å⁻¹): 0.284
ΔE to the lowest compared entry with this formula, charge and spin (kJ/mol): 475.6
HOMO energy (hartree): -0.3235
Frontier orbital gap (eV): 8.9

Geometry as ORCA input:
```
! RIJCOSX wB97M-V def2-TZVPD def2/J DEFGRID3
* xyz 0 1
C -2.41 0.71 0.57
C -1.14 -0.03 0.81
N 0.10 0.51 0.76
C 0.54 -0.82 -0.01
O 1.04 -1.71 0.67
O 1.03 -0.37 -1.23
C 2.44 -0.13 -1.11
H -2.36 1.37 -0.29
H -3.26 0.02 0.47
H -2.58 1.32 1.47
H -1.19 -0.92 1.44
H -0.70 -1.07 -0.38
H 0.13 1.30 0.12
H 2.79 0.16 -2.11
H 2.64 0.69 -0.40
H 2.95 -1.03 -0.77
*
```

***

Record 8
# C4H9NO2

A cluster of 2 separate species, C4H9NO2 in total in a non-equilibrium geometry (ωB97M-V/def2-TZVPD, OMol25).

Summary:
SMILES: CC(C)=O.C=NO
F_max (eV Å⁻¹): 4.296
ΔE to the lowest compared entry with this formula, charge and spin (kJ/mol): 414.5
HOMO energy (hartree): -0.3435
Frontier orbital gap (eV): 10.3

Geometry as ORCA input:
```
! RIJCOSX wB97M-V def2-TZVPD def2/J DEFGRID3
* xyz 0 1
C -2.32 -0.54 0.47
C 1.59 0.39 -1.41
C 1.60 -0.04 1.26
C 1.04 0.82 0.06
N -2.19 0.39 -0.35
O -2.98 1.49 -0.23
O 0.21 1.67 0.26
H -1.83 -1.49 0.35
H -3.08 -0.58 1.40
H 2.02 -0.60 -1.33
H 0.79 0.34 -2.23
H 2.46 1.11 -1.48
H 2.07 0.44 2.11
H 2.14 -0.85 0.76
H 0.60 -0.39 1.61
H -2.69 2.16 -0.81
*
```

***

- What is the F_max in the fourth record?
  1.394 eV Å⁻¹